The following is a quantum chemistry calculation of a molecular structure, FH14MnO7, from OMol25.

Geometry (Å):
Mn -0.135 0.573 -1.954
F -0.012 -0.453 -0.085
O -2.177 0.932 -1.184
H -2.901 1.209 -1.745
H -2.598 0.629 -0.380
O -2.611 0.143 1.376
H -1.682 -0.075 1.289
H -2.680 0.561 2.234
O 0.667 0.627 2.469
H 1.046 1.466 2.207
H 0.335 0.249 1.655
O -1.055 -2.889 0.318
H -0.587 -2.071 0.154
H -0.897 -3.075 1.243
O 1.626 -0.503 -2.432
H 2.512 -0.443 -2.075
H 1.602 -1.352 -2.873
O 2.496 -1.491 0.954
H 3.244 -0.953 0.697
H 1.736 -1.033 0.597
O 0.650 2.274 -0.923
H 1.462 2.757 -0.768
H -0.043 2.917 -0.773

Calculated values
- E: -1785.74168 a.u.
- Total charge: +1
- E_LUMO (alpha / beta): -5.21 / -5.55 eV
- Strongest force on any atom: 0.06000 hartree/bohr
- 2S+1: 6
- ΔE to the lowest compared entry with this formula, charge and spin: 41.5 kcal per mole
- HOMO energy (alpha / beta): -13.139 / -13.138 eV
- ⟨S²⟩: 8.7524
- Gap between HOMO and LUMO (alpha / beta): 7.929 / 7.588 eV